A molecular structure, C24H25N5O4S3Ti, computed with ωB97M-V with the def2-TZVPD basis set.

The value obtained for the LUMO energy (alpha / beta) is 0.12 / -0.33 eV. For the HOMO-LUMO gap (alpha / beta), the calculation gives 5.93 / 6.99 eV. As for the spin multiplicity: 3.

Geometry as XYZ:
```
62
Properties=species:S:1:pos:R:3:forces:R:3
N -1.35980 0.00055 1.35562 -0.9 -0.1 0.6
C -0.30598 -1.76076 4.37096 0.0 0.0 0.0
C -3.55397 -3.36677 -0.72100 -0.1 -0.1 0.2
C 2.07331 -1.88681 4.14747 0.0 0.0 0.0
Ti 0.34863 -0.42625 0.52788 0.4 2.0 0.1
H -6.33895 -1.00835 4.92044 0.0 0.0 0.0
N 0.08462 -2.46560 0.37081 -0.5 -0.8 -0.4
H 1.82948 2.70023 -0.87046 -0.1 0.0 0.0
H -3.83516 -1.42280 1.47725 0.0 0.0 -0.1
C -4.29179 -0.41269 5.16530 0.0 0.0 0.1
C -2.18760 -1.59907 -2.44455 0.3 0.1 0.1
N 0.79183 -0.76081 2.46722 -0.1 -0.5 1.4
H 2.87805 2.51044 -2.27218 0.0 0.0 0.0
H 2.50285 0.13995 -2.32054 0.0 0.0 -0.1
C -2.87021 -0.64180 3.22120 -0.1 0.0 0.1
O 1.90204 0.82077 0.59235 1.2 0.7 -0.2
H 4.20312 0.63592 -2.53394 0.0 0.0 0.0
S 3.41254 0.77573 0.50607 0.5 0.0 -0.5
O -0.62874 -4.88548 0.37399 0.1 0.2 -0.1
C -2.14567 1.26764 -0.31266 0.3 0.0 0.2
H -2.22335 0.13531 5.11436 0.0 0.0 0.0
C -3.51263 -1.93409 -2.66858 -0.2 -0.1 0.0
C -3.05342 -0.27897 4.55572 0.0 0.1 -0.1
O -1.59460 -3.41480 2.07351 0.0 0.2 -0.1
H 0.94831 -2.76812 5.77050 0.0 0.0 0.0
C -5.19898 -1.26991 3.11944 0.0 0.0 0.0
S -0.53120 1.48966 -0.88042 -0.2 0.0 0.1
H 4.07430 3.00652 0.49336 0.0 0.0 0.0
C -2.24179 -3.02148 -0.50157 0.5 0.3 -0.1
H 4.83914 2.14358 -0.84282 0.0 -0.1 0.1
C 3.79822 -0.51340 -0.73037 0.0 0.4 0.0
C -3.96546 -1.13575 2.50801 0.1 -0.1 0.1
H 3.71691 -1.04093 -2.79484 0.0 0.0 0.0
H -4.03777 -1.50640 -3.51258 0.0 0.0 0.0
N -3.17563 1.83375 -1.01513 -0.2 0.0 -0.1
C -1.54697 -0.52402 2.57983 -0.1 0.2 -0.1
H 4.83792 -0.79092 -0.54783 0.0 0.0 0.1
C -0.35124 -1.00385 3.18371 -0.1 0.0 0.2
C 3.88698 2.33943 -0.34825 -0.1 -0.3 0.3
C 2.82150 2.91109 -1.26322 -0.1 0.0 -0.1
O 0.68521 -1.11622 -1.29452 0.1 -0.9 -1.1
S -1.09339 -3.57868 0.74138 -0.2 -0.6 0.3
H -4.04965 1.93972 -0.52527 0.0 0.0 0.0
H -1.66105 -0.90746 -3.08825 0.0 0.0 0.0
H -5.22744 -3.05245 -2.02019 0.0 0.0 0.0
C -4.19354 -2.80485 -1.82120 0.2 0.0 0.0
C 3.54139 -0.15542 -2.18366 -0.1 0.0 0.1
C 1.95959 -1.21144 2.96429 0.1 0.1 0.1
C -1.55149 -2.15005 -1.33956 -0.8 -0.3 -0.4
N -2.44348 0.57123 0.73802 -0.7 0.1 0.1
C -0.20561 -1.91617 -0.83796 0.6 -0.5 -0.7
H -4.07205 -4.03932 -0.04922 0.0 0.0 0.0
H 3.03888 -2.21397 4.50472 0.0 0.0 -0.1
H -2.92371 2.55866 -1.66100 0.0 0.1 0.0
H 3.14838 -1.33738 -0.42800 0.1 -0.1 0.1
H 2.92346 3.99458 -1.31308 0.1 0.0 0.0
C -5.36936 -0.90804 4.44932 0.0 0.0 0.0
H -4.41383 -0.12804 6.20292 0.0 0.0 0.0
H -6.03897 -1.66023 2.55763 0.0 0.0 0.0
C 0.89690 -2.18489 4.86078 0.0 0.0 0.0
H -1.23505 -2.03460 4.84652 0.0 0.0 0.1
H 2.84053 -1.01304 2.36643 0.0 0.0 0.0
```
Forces are in eV/Å.



A molecular structure, C24H25N8PdS2, computed with ωB97M-V with the def2-TZVPD basis set.

The value obtained for the LUMO energy (alpha / beta) is -9.51 / -12.96 eV. As for the net charge: +3. For the HOMO-LUMO gap (alpha / beta), the calculation gives 6.25 / 4.21 eV. As for the spin multiplicity: 5.

Geometry as XYZ:
```
60
Properties=species:S:1:pos:R:3:forces:R:3
C 4.52977 0.83910 0.68057 0.0 0.0 0.1
C 1.34515 -3.91295 -1.20377 0.0 0.0 0.0
C 0.77923 -0.00291 4.96689 0.1 0.0 0.0
C 1.10623 -2.67692 -0.62369 0.0 0.0 0.0
C 2.67795 0.44704 -0.76002 0.1 0.0 0.0
C 1.33445 0.15016 2.60499 0.0 0.0 0.1
C 3.08282 0.56522 4.22500 0.0 0.0 -0.1
S 5.17493 1.03646 5.17559 0.2 0.1 0.3
H -5.57975 1.44311 -0.60755 0.0 0.0 0.0
H 4.66479 0.84150 -1.46708 0.0 0.0 0.0
H 0.95177 2.25608 -1.13568 0.0 -0.1 0.1
H -0.91944 4.60710 -1.83153 0.0 0.0 0.0
H -3.73244 -3.41280 -1.99113 0.0 0.0 0.0
C 4.05723 0.76620 3.12810 -0.1 0.0 0.0
H -1.25511 -0.58234 5.33364 0.0 0.0 0.0
H 2.24480 0.35499 -1.74887 0.0 0.0 0.0
H 0.21931 1.52271 -3.56861 0.0 0.0 0.0
C -1.03728 -2.59750 -1.45544 0.0 0.0 0.0
N -2.40902 -0.80709 -0.83895 0.1 0.2 0.0
C 2.30155 0.38252 1.50595 0.1 0.0 0.0
H -1.44999 4.03033 -3.41528 0.0 0.0 0.0
H -1.49941 1.49080 -3.93461 0.0 0.0 0.0
N 3.63431 0.70230 5.42526 0.1 0.0 -0.2
H 1.06650 0.08221 6.00812 0.0 0.0 0.0
C -3.67204 0.98102 0.01348 0.3 -0.1 0.1
N -4.78246 1.69144 -0.03907 -0.2 0.1 0.1
C 4.02909 0.71891 -0.60121 0.0 0.0 0.0
H -4.89811 2.46300 0.60112 0.0 0.0 0.0
H 2.30268 -4.39752 -1.07064 0.0 0.0 0.0
C 1.72392 0.24219 3.95626 0.0 0.0 0.0
C -1.01459 2.42177 -2.02964 0.1 -0.1 0.0
H -4.27040 -0.24934 -1.52230 0.0 0.0 0.0
H 0.25687 3.92438 -2.96740 0.0 0.0 0.0
H -2.05751 2.38241 -1.70573 0.0 0.0 0.1
H -3.05026 -2.61618 -3.40839 0.0 0.0 0.0
C -0.87356 -3.83166 -2.06081 -0.1 0.0 0.0
C -0.77180 1.38336 -3.12981 0.0 0.1 0.1
C -0.79505 -0.44720 3.24173 0.0 0.0 0.1
S -2.45101 1.34918 1.13693 0.0 0.2 0.0
H -0.30145 2.86910 0.00858 0.0 -0.1 0.1
H -4.30956 -1.83426 -2.47321 0.0 0.0 0.0
C 3.65400 0.66396 1.75721 0.0 0.0 0.0
C 0.33781 -4.49833 -1.94435 0.1 0.0 0.0
C -3.41853 -2.44793 -2.39605 0.0 0.0 0.0
C -0.76338 3.83897 -2.58871 0.0 0.0 0.0
C -0.49503 -0.36328 4.59690 0.0 0.0 -0.1
H -1.78242 -0.74637 2.92027 0.0 0.0 -0.1
Pd -0.46697 0.06397 0.05819 -0.5 -1.0 0.4
N -0.04419 -2.01885 -0.75136 0.2 0.1 -0.1
H -1.68687 -4.28070 -2.61157 0.0 0.0 0.0
N 0.08805 -0.16915 2.26900 0.0 0.0 -0.2
H 1.87214 -2.21008 -0.02084 0.0 0.1 0.0
C -2.33173 -1.87444 -1.54198 -0.1 -0.1 -0.1
H 0.48485 -5.45944 -2.41844 0.0 0.0 0.0
N 5.26964 1.03551 3.57064 -0.1 0.0 0.0
N 1.83521 0.28754 0.26978 0.0 0.1 0.0
H -0.83422 0.35653 -2.75592 0.0 0.0 0.0
H 5.57465 1.05903 0.86430 0.0 0.0 0.0
C -0.09838 2.23935 -0.85280 0.1 1.0 -0.5
N -3.54776 -0.05217 -0.84608 0.0 0.0 0.0
```
Forces are in eV/Å.



A molecular structure, C24H26AuBrFIN4O5, computed with ωB97M-V with the def2-TZVPD basis set.

The value obtained for the LUMO energy is -5.87 eV. As for the net charge: +2. For the HOMO-LUMO gap, the calculation gives 7.00 eV.

Geometry as XYZ:
```
63
Properties=species:S:1:pos:R:3:forces:R:3
O 1.91616 -4.22388 -1.18535 0.1 0.0 -0.1
N -1.19121 6.86511 -1.21910 0.0 0.0 0.0
H 3.53379 2.24023 0.10184 0.0 0.0 0.0
H 3.67138 2.55858 -2.45107 0.0 0.0 0.0
H -2.48260 -4.52665 7.27068 0.0 0.0 0.0
H -3.04552 -4.03861 3.05922 0.0 0.0 0.0
C 2.10013 -1.77878 -1.06356 0.0 0.0 0.0
H -1.62099 -0.26641 -1.76020 0.0 0.0 0.0
H -0.19531 -3.62540 7.06829 0.0 0.0 0.0
N -0.39004 4.15249 -1.35138 0.0 -0.1 0.0
O -1.26395 -7.84350 -0.46027 0.1 0.0 0.0
C -2.10960 -4.22334 6.30222 0.0 0.0 0.0
C -1.13368 -3.44975 3.83265 0.0 0.0 0.0
N 2.76588 0.51630 -0.80179 0.0 0.0 0.0
H 4.65184 0.90794 -0.04746 0.0 0.0 0.0
C 3.88155 1.46387 -0.57686 0.0 0.0 0.0
H -0.06499 6.31400 -2.90299 0.0 0.0 0.0
C 1.47573 0.95874 -1.06191 0.0 0.0 0.0
C -1.35198 4.67049 -2.31403 0.0 0.0 0.0
C 0.47618 0.01138 -1.32360 -0.1 -0.1 0.0
C -2.31520 -5.70794 -0.55068 0.0 0.0 0.0
C 0.78140 -1.40624 -1.31609 0.0 0.1 0.0
H 5.24644 2.70549 -1.66505 0.0 0.0 0.0
H -1.53885 4.62095 0.37608 0.0 0.0 0.0
C -0.83247 0.44837 -1.57820 0.0 0.0 0.0
C 2.69524 -3.17235 -1.06363 0.0 0.0 0.1
H -0.45614 6.80347 0.75938 0.0 0.0 0.0
C -0.82522 -3.71765 6.19476 0.0 0.0 0.0
H -1.24425 4.15044 -3.26432 0.0 0.0 0.0
C 1.16162 2.32587 -1.08602 0.0 0.0 0.0
C 4.42769 2.02007 -1.87988 0.0 0.0 0.0
Br 1.43082 -2.65618 4.87548 0.0 0.0 0.0
H -3.91346 -4.73703 5.25615 0.0 0.0 0.0
H 0.18614 4.37598 0.65062 0.0 0.0 0.0
H -2.38346 -5.42250 0.49886 0.0 0.0 0.0
H 4.81774 1.21674 -2.50455 0.0 0.0 0.0
H -3.24106 -6.18719 -0.85719 0.0 0.0 0.0
C -0.12167 2.75570 -1.34121 0.0 0.1 0.0
O 0.01186 -6.12480 -1.06903 0.1 0.0 0.0
C -1.11141 1.78153 -1.56969 0.0 0.0 0.0
H -2.15873 6.81171 -0.89011 0.0 0.0 0.0
C 3.02918 -0.78099 -0.81924 0.0 0.0 0.0
O -0.20358 -2.21134 -1.54779 0.1 0.0 0.0
C -2.91034 -4.34140 5.17597 0.0 0.0 0.0
H 1.92434 3.07596 -0.93836 0.0 0.0 0.0
H -2.54071 -3.66943 -0.96450 0.0 0.0 0.0
C -0.53722 4.78959 -0.04995 0.0 0.0 0.0
C -2.42299 -3.95335 3.93911 0.0 0.0 0.0
C -0.27444 6.27908 -0.17674 0.0 0.0 0.0
H -2.39271 4.54214 -1.98743 0.0 0.0 0.0
H -0.98158 7.85699 -1.34457 0.0 0.0 0.0
H 4.05228 -1.08707 -0.63637 0.0 0.0 0.0
C -1.07665 6.14494 -2.53956 0.0 0.0 0.0
C -1.14742 -6.68354 -0.69334 -0.1 0.0 0.0
O 3.88601 -3.28609 -0.94017 0.0 0.0 0.0
H -1.79551 6.59140 -3.22368 0.0 0.0 0.0
F -2.37722 2.18551 -1.75912 0.0 0.0 0.0
C -0.32892 -3.32800 4.95729 0.0 0.0 0.0
N -2.04781 -4.47120 -1.35103 -0.2 -0.1 0.1
H 0.74149 6.47192 -0.51592 0.0 0.0 0.0
I -0.44294 -2.90160 1.93456 -0.1 0.1 0.0
Au -0.02907 -4.19470 -1.29955 0.0 0.0 0.0
H -2.36403 -4.59602 -2.31061 0.0 0.0 0.0
```
Forces are in eV/Å.



Values of calculated total energy, in order: -3548.37797; -2290.82886; -4632.11437, all in hartree.
Values of energy above the lowest of the compared OMol25 structures with the same formula, charge and spin, in order: 32.25; 4.62; 0.00, all in kcal/mol.